A molecular structure, C21H21N5O4S4SbW, computed with ωB97M-V with the def2-TZVPD basis set.

## Properties
HOMO-LUMO gap (alpha / beta) = 5.84 / 5.87 eV
electronic energy = -3287.679679 a.u.
expectation value of S² = 0.824
HOMO energy (alpha / beta) = -6.63 / -6.72 eV
LUMO level (alpha / beta) = -0.0292 / -0.0316 hartree
multiplicity = 2
energy relative to the best compared isomer or geometry (same formula, charge and spin) = 2.358 eV

```
57
Properties=species:S:1:pos:R:3:forces:R:3:nbo_charge:R:1
W -0.259 0.171 0.191 -0.26 0.70 0.40 1.284
O 3.036 1.731 1.187 -0.03 -0.07 -0.11 -0.577
C 2.012 1.523 0.588 0.21 0.29 0.15 0.753
O 1.740 0.488 -0.181 0.13 -0.27 -0.05 -0.756
C 0.855 2.496 0.634 0.04 -0.05 0.11 0.148
C 0.840 3.576 1.551 -0.08 -0.03 -0.03 -0.225
C -0.144 4.499 1.417 0.05 0.02 0.09 -0.119
C -1.087 4.405 0.354 -0.05 -0.08 -0.10 -0.041
C -2.078 5.381 0.129 -0.04 0.00 -0.04 -0.171
C -2.942 5.266 -0.928 0.01 0.05 0.05 -0.219
C -2.829 4.180 -1.814 0.02 -0.07 -0.03 -0.180
C -1.880 3.209 -1.615 -0.05 0.03 -0.04 -0.249
C -1.011 3.297 -0.514 0.03 0.04 0.17 0.157
N -0.068 2.324 -0.298 -0.08 -0.05 -0.19 -0.471
H 1.598 3.617 2.318 0.02 0.00 -0.01 0.254
H -0.215 5.337 2.100 0.00 -0.01 0.00 0.221
H -2.140 6.227 0.803 0.00 0.00 0.00 0.216
H -3.699 6.020 -1.097 0.00 0.00 0.00 0.222
H -3.489 4.121 -2.670 0.00 -0.01 0.00 0.222
H -1.735 2.400 -2.322 0.01 0.01 -0.01 0.235
S -1.167 -4.259 -2.770 0.05 -0.06 0.02 -0.851
Sb -1.761 -2.564 -1.416 -0.30 -0.09 -0.22 1.018
S -0.571 -0.139 -2.430 -0.26 0.05 0.27 -0.351
S -0.053 -2.254 0.213 0.06 0.21 -0.05 -0.606
C -4.392 -0.751 1.230 -0.05 0.07 -0.11 -0.661
C -3.010 -0.203 1.163 0.18 0.11 0.15 0.157
N -2.496 0.378 0.075 0.21 -0.67 -0.15 -0.212
O -3.390 0.439 -0.988 0.01 0.05 0.04 -0.552
C -2.058 -0.302 2.180 -0.39 0.03 0.19 0.194
C -2.117 -1.216 3.354 0.01 0.06 0.02 -0.673
N -0.975 0.563 2.013 0.02 -0.10 -0.31 -0.340
O 0.268 -0.046 2.155 0.20 -0.16 -0.13 -0.586
H -5.124 0.040 1.057 -0.01 -0.01 0.00 0.242
H -4.577 -1.200 2.203 0.00 0.00 0.00 0.228
H -4.543 -1.502 0.452 0.00 0.01 -0.01 0.241
H -3.121 1.229 -1.477 0.00 0.01 0.00 0.487
H -2.953 -0.967 4.013 0.01 0.00 0.02 0.228
H -1.189 -1.136 3.915 0.00 0.00 0.01 0.252
H -2.232 -2.253 3.034 -0.02 0.00 0.00 0.237
N 1.610 -2.784 -2.982 -0.08 -0.13 -0.04 -0.748
C 2.000 -1.615 -2.536 0.04 0.05 0.08 0.407
S 1.319 -0.124 -3.230 0.22 0.02 -0.20 0.170
N 2.926 -1.463 -1.608 -0.11 -0.32 -0.07 -0.586
C 3.509 -2.547 -0.875 -0.01 0.06 -0.09 0.179
C 3.348 -2.563 0.503 0.06 -0.01 0.00 -0.219
C 3.912 -3.601 1.229 -0.01 0.02 0.01 -0.189
C 4.616 -4.608 0.583 0.00 -0.01 0.00 -0.203
C 4.772 -4.575 -0.795 0.01 0.00 -0.01 -0.200
C 4.225 -3.535 -1.533 0.00 -0.02 0.04 -0.261
H 0.790 -2.861 -3.578 0.09 0.11 0.08 0.455
H 1.776 -3.608 -2.414 0.02 -0.01 -0.01 0.434
H 2.848 -0.576 -1.112 0.08 0.24 0.08 0.471
H 2.779 -1.779 0.987 0.03 -0.01 0.00 0.245
H 3.789 -3.624 2.303 0.00 0.00 0.00 0.224
H 5.045 -5.419 1.155 0.00 0.00 0.00 0.219
H 5.330 -5.354 -1.298 0.00 0.00 0.00 0.220
H 4.362 -3.486 -2.606 0.00 0.00 -0.01 0.225
```
Forces are in eV/Å.


A molecular structure, C21H21N8RhS2 at a distorted geometry, computed with ωB97M-V with the def2-TZVPD basis set.

## Properties
HOMO-LUMO gap = 6.89 eV
electronic energy = -2157.383325 a.u.
HOMO energy = -13.42 eV
LUMO level = -0.2397 hartree
energy relative to the best compared isomer or geometry (same formula, charge and spin) = 0.810 eV
net charge = +2

```
53
Properties=species:S:1:pos:R:3:forces:R:3:nbo_charge:R:1
Rh 0.826 0.086 0.482 0.36 -0.22 -0.24 0.700
N -0.508 2.873 3.410 -0.08 -0.05 -0.05 -0.754
C -0.345 1.993 2.416 -0.18 -0.16 0.16 0.313
S 0.890 0.756 2.659 0.14 0.46 0.00 -0.080
N -1.137 2.070 1.381 0.23 -0.17 -0.09 -0.401
N -0.851 1.163 0.395 -0.86 -0.37 0.46 -0.193
C -1.663 1.035 -0.606 0.29 0.17 -0.27 0.235
C -2.964 1.716 -0.749 0.01 -0.03 0.01 -0.077
C -4.071 0.932 -1.082 -0.05 0.02 0.08 -0.201
C -5.319 1.515 -1.228 0.02 0.00 0.01 -0.205
C -5.461 2.886 -1.068 -0.01 0.00 0.00 -0.164
C -4.361 3.670 -0.749 -0.01 0.01 0.00 -0.201
C -3.115 3.090 -0.574 0.03 -0.01 -0.08 -0.168
C -1.142 0.164 -1.689 -0.03 -0.17 0.20 0.160
C -1.708 0.092 -2.952 -0.03 -0.06 0.06 -0.200
C -1.137 -0.745 -3.899 -0.02 0.00 -0.01 -0.114
C -0.020 -1.493 -3.564 -0.02 -0.04 -0.02 -0.227
C 0.513 -1.348 -2.297 -0.02 0.06 0.03 0.076
N -0.026 -0.537 -1.386 0.51 0.29 -0.30 -0.475
H 0.002 2.778 4.271 0.02 0.02 -0.01 0.418
H -1.302 3.493 3.383 0.00 0.00 0.02 0.425
H -3.967 -0.140 -1.198 0.02 0.01 -0.02 0.214
H -6.176 0.901 -1.465 0.00 0.01 0.00 0.235
H -6.434 3.345 -1.190 0.01 0.00 0.00 0.236
H -4.475 4.739 -0.633 0.00 0.00 0.01 0.234
H -2.264 3.703 -0.318 0.02 -0.01 0.02 0.229
H -2.578 0.688 -3.184 0.00 -0.01 0.00 0.263
H -1.567 -0.813 -4.889 0.01 0.01 0.00 0.251
H 0.447 -2.160 -4.274 0.00 0.00 0.01 0.252
H 1.402 -1.887 -1.994 0.02 0.02 -0.01 0.210
C 4.433 -1.999 1.785 0.02 -0.01 -0.05 -0.703
C 3.109 -1.655 1.191 -0.12 0.01 0.04 0.307
N 2.792 -0.482 0.782 0.00 -0.23 0.08 -0.221
N 3.662 0.573 0.921 -0.04 0.03 -0.29 -0.421
C 3.291 1.772 0.417 -0.11 -0.20 -0.10 0.340
N 4.128 2.787 0.515 0.09 -0.03 -0.03 -0.720
S 1.787 1.948 -0.386 0.21 0.48 0.25 0.119
C 1.986 -2.617 1.081 0.03 0.08 -0.06 0.132
C 2.179 -3.985 1.020 -0.01 0.03 0.07 -0.195
C 1.073 -4.812 0.870 -0.01 -0.01 0.00 -0.120
C -0.184 -4.242 0.802 -0.01 -0.04 0.03 -0.210
C -0.297 -2.861 0.858 0.00 0.10 0.16 0.089
N 0.758 -2.060 0.989 -0.39 -0.01 -0.04 -0.448
H 4.621 -1.376 2.665 0.00 -0.01 0.01 0.256
H 5.240 -1.841 1.066 0.00 0.01 0.01 0.261
H 4.467 -3.031 2.117 0.01 0.00 0.00 0.267
H 4.512 0.442 1.452 0.02 0.02 0.00 0.420
H 5.065 2.694 0.876 0.01 0.00 -0.02 0.425
H 3.852 3.692 0.166 -0.03 0.01 0.03 0.445
H 3.174 -4.403 1.071 -0.01 0.00 0.01 0.245
H 1.199 -5.884 0.808 0.00 0.00 0.02 0.255
H -1.074 -4.849 0.712 0.01 0.01 -0.02 0.258
H -1.263 -2.375 0.814 0.00 0.00 -0.03 0.226
```
Forces are in eV/Å.


A molecular structure, C21H22As2Cl3NO3Pd, computed with ωB97M-V with the def2-TZVPD basis set.

## Properties
HOMO-LUMO gap = 7.52 eV
electronic energy = -7073.976188 a.u.
HOMO energy = -7.62 eV
LUMO level = -0.0035 hartree
energy relative to the best compared isomer or geometry (same formula, charge and spin) = 0.044 eV

```
53
Properties=species:S:1:pos:R:3:forces:R:3:nbo_charge:R:1
Pd 0.257 0.426 -0.553 -0.03 -0.13 0.00 0.518
Cl 0.373 5.398 -0.959 -0.01 0.01 -0.01 0.012
C 1.664 4.320 -0.553 0.01 -0.05 0.01 -0.115
C 2.922 4.854 -0.236 0.02 0.00 0.00 -0.205
C 3.959 4.039 0.113 -0.01 0.01 0.00 -0.080
Cl 5.500 4.734 0.521 -0.01 0.00 0.00 -0.004
C 3.787 2.635 0.158 0.00 -0.02 -0.02 -0.034
C 4.780 1.710 0.550 -0.03 -0.04 -0.01 -0.119
C 4.487 0.377 0.593 0.03 0.06 0.01 -0.267
C 3.204 -0.058 0.226 0.02 -0.05 0.00 0.120
N 2.273 0.772 -0.175 -0.04 0.01 0.06 -0.468
C 2.523 2.119 -0.189 -0.05 0.06 -0.05 0.094
C 1.415 2.958 -0.539 0.07 -0.01 0.04 0.321
O 0.249 2.437 -0.811 0.00 -0.02 0.04 -0.733
H 3.058 5.926 -0.262 0.00 0.00 0.00 0.241
H 5.759 2.074 0.829 0.00 0.00 0.00 0.233
H 5.218 -0.350 0.915 0.00 0.00 0.00 0.229
H 2.932 -1.101 0.292 0.01 0.01 -0.02 0.217
C -2.742 1.376 -2.253 0.00 0.00 0.00 -0.958
As -2.070 0.462 -0.690 0.03 -0.01 -0.05 1.233
C -2.931 1.356 0.781 0.00 -0.06 -0.08 -0.949
C -2.797 -1.320 -0.752 -0.02 0.03 -0.01 -0.351
C -4.159 -1.573 -0.863 -0.01 -0.03 0.02 -0.195
C -4.619 -2.881 -0.884 0.05 -0.02 0.01 -0.199
C -3.715 -3.934 -0.795 -0.03 0.07 -0.01 -0.210
C -2.356 -3.679 -0.688 -0.01 0.00 -0.02 -0.144
C -1.891 -2.368 -0.669 0.02 -0.03 -0.02 -0.345
As 0.002 -1.950 -0.545 -0.07 0.10 0.21 1.185
C 0.648 -2.704 -2.224 0.00 0.02 -0.04 -0.971
C 0.656 -3.270 0.697 0.02 -0.10 -0.05 -0.929
H -3.826 1.473 -2.210 0.00 0.00 0.00 0.229
H -2.453 0.826 -3.146 0.00 0.00 0.00 0.242
H -2.278 2.362 -2.269 0.00 0.00 0.00 0.263
H -4.012 1.354 0.633 0.04 0.00 0.00 0.225
H -2.553 2.375 0.825 0.03 0.02 0.02 0.258
H -2.655 0.809 1.677 0.03 -0.01 0.10 0.279
H -4.866 -0.753 -0.923 -0.01 0.00 -0.01 0.212
H -5.679 -3.082 -0.964 0.00 0.00 0.00 0.220
H -4.072 -4.956 -0.808 0.00 0.01 0.01 0.219
H -1.663 -4.509 -0.616 0.00 0.01 0.00 0.204
H 0.364 -3.753 -2.305 -0.01 0.00 0.00 0.226
H 1.734 -2.624 -2.257 0.01 0.01 0.00 0.235
H 0.229 -2.146 -3.060 0.00 0.00 -0.01 0.237
H 0.466 -4.255 0.270 0.01 -0.03 -0.02 0.207
H 0.129 -3.117 1.634 0.05 -0.08 -0.09 0.279
H 1.719 -3.126 0.863 -0.02 -0.01 0.01 0.251
Cl 0.268 2.025 2.911 -0.01 0.01 -0.09 -0.086
C 0.078 0.384 3.619 -0.07 -0.06 0.07 -0.453
C 0.212 -0.657 2.499 -0.19 0.25 0.02 0.752
O 1.359 -1.061 2.256 0.20 -0.01 -0.03 -0.753
O -0.856 -0.973 1.900 -0.02 0.06 0.01 -0.807
H -0.904 0.352 4.083 0.02 0.01 -0.01 0.213
H 0.869 0.269 4.354 0.00 0.00 -0.01 0.220
```
Forces are in eV/Å.


A molecular structure, C21H22As2Cl3NO3Pd at a distorted geometry, computed with ωB97M-V with the def2-TZVPD basis set.

## Properties
HOMO-LUMO gap (alpha / beta) = 7.10 / 7.10 eV
electronic energy = -7073.930479 a.u.
HOMO energy (alpha / beta) = -7.33 / -7.33 eV
LUMO level (alpha / beta) = -0.0087 / -0.0086 hartree
energy relative to the best compared isomer or geometry (same formula, charge and spin) = 1.288 eV

```
53
Properties=species:S:1:pos:R:3:forces:R:3:nbo_charge:R:1
Pd 0.336 0.439 -0.892 0.55 1.78 -1.07 0.883
Cl -0.618 2.126 3.577 0.05 0.09 -0.03 0.008
C 0.091 3.033 2.277 -0.05 0.21 0.36 -0.132
C 0.427 4.387 2.492 -0.12 -0.27 0.11 -0.214
C 0.987 5.133 1.503 0.10 0.05 -0.23 -0.064
Cl 1.387 6.799 1.795 0.00 -0.03 -0.02 0.000
C 1.245 4.557 0.231 0.04 0.25 0.12 -0.031
C 1.820 5.220 -0.879 -0.01 0.05 0.05 -0.153
C 2.011 4.543 -2.048 -0.02 -0.09 -0.04 -0.252
C 1.629 3.186 -2.133 0.04 0.18 0.02 0.076
N 1.097 2.560 -1.118 0.15 -0.47 -0.54 -0.455
C 0.899 3.212 0.054 -0.02 -0.31 -0.25 0.072
C 0.315 2.414 1.070 -0.14 -0.40 0.06 0.372
O 0.015 1.144 0.853 -0.16 0.82 1.44 -0.680
H 0.231 4.828 3.460 -0.01 -0.02 0.00 0.244
H 2.101 6.260 -0.786 0.00 -0.01 0.00 0.235
H 2.450 5.029 -2.908 -0.01 -0.01 0.00 0.228
H 1.760 2.608 -3.041 0.01 -0.01 0.00 0.224
C -3.264 -0.923 -1.664 -0.25 0.04 -0.19 -0.961
As -1.943 -0.371 -0.379 0.52 -0.66 -0.31 1.031
C -2.983 0.481 1.002 -0.16 0.20 -0.02 -0.955
C -1.585 -2.070 0.519 -0.16 -0.08 0.02 -0.362
C -2.670 -2.921 0.724 0.05 -0.02 0.09 -0.226
C -2.514 -4.159 1.328 0.00 0.02 -0.01 -0.193
C -1.255 -4.555 1.750 0.01 0.01 0.00 -0.205
C -0.174 -3.710 1.561 -0.04 0.03 0.05 -0.246
C -0.315 -2.469 0.941 -0.01 -0.11 0.02 -0.212
As 1.293 -1.381 0.681 -0.24 -0.18 -0.53 0.952
C 2.591 -2.765 0.322 0.21 -0.13 0.00 -0.961
C 1.642 -0.974 2.543 0.15 0.08 0.08 -0.953
H -4.166 -1.286 -1.174 -0.03 -0.03 -0.07 0.219
H -2.829 -1.700 -2.288 0.01 -0.02 0.02 0.255
H -3.515 -0.066 -2.287 -0.03 0.00 -0.02 0.237
H -3.811 -0.172 1.273 -0.02 0.04 0.05 0.223
H -3.360 1.439 0.646 -0.05 -0.01 0.00 0.233
H -2.336 0.656 1.857 -0.01 -0.04 0.03 0.257
H -3.662 -2.622 0.410 -0.01 0.00 -0.01 0.203
H -3.370 -4.807 1.463 0.01 0.00 0.01 0.213
H -1.112 -5.518 2.224 0.00 0.00 0.00 0.215
H 0.801 -4.032 1.905 0.00 -0.01 -0.01 0.206
H 2.710 -3.443 1.166 0.03 -0.04 -0.04 0.214
H 3.545 -2.280 0.121 0.03 -0.03 -0.01 0.235
H 2.280 -3.311 -0.567 -0.01 0.00 0.01 0.257
H 1.727 -1.899 3.111 -0.01 0.02 0.05 0.219
H 0.823 -0.368 2.922 -0.01 -0.02 0.01 0.250
H 2.567 -0.402 2.625 0.02 -0.02 0.02 0.230
Cl 2.361 -3.115 -3.999 -0.07 0.06 0.00 -0.059
C 1.071 -1.917 -4.328 0.07 -0.02 -0.09 -0.457
C 0.623 -1.263 -3.035 0.11 0.78 0.09 0.752
O 0.821 0.014 -2.949 -0.38 -0.90 1.06 -0.727
O 0.110 -1.924 -2.140 -0.09 -0.80 -0.30 -0.700
H 0.239 -2.456 -4.773 -0.01 -0.02 -0.01 0.229
H 1.474 -1.189 -5.022 0.00 0.02 0.00 0.226
```
Forces are in eV/Å.


Which of these has the lowest energy relative to the best compared isomer or geometry (same formula, charge and spin)? number 3


What is the electronic energy in the second record? -2157.383325 a.u.


Among the records above, which one has the lowest electronic energy? number 3


Which formula does entry 2 have? C21H21N8RhS2